(1)
57
Properties=species:S:1:pos:R:3:forces:R:3 method="wB97M-V/def2-TZVPD" total_charge=+1 gap_ev="9.22 / 6.70" multiplicity=6
Pm 0.7017 -0.4671 -0.7882 -0.0258 -0.4651 -0.4629
O 1.8272 1.5547 -4.7387 -0.3563 -0.1317 0.7809
C 1.0498 1.3691 -3.6759 0.4282 -0.0544 0.4851
O 1.4721 1.3208 -2.5237 -0.3906 -0.2028 -1.0679
C -0.4194 1.3408 -4.0119 -0.1497 0.2410 -0.3400
O -1.1476 0.4972 -3.1561 -0.3921 0.0846 -0.0574
C -1.4638 -0.7937 -3.7191 -0.0689 -0.1344 -0.3546
C -0.4816 -1.6988 -3.0052 0.4453 -0.7899 0.6985
O -0.8783 -2.4494 -2.0871 -0.0515 0.6873 -0.3605
O 0.7550 -1.4251 -3.1878 -0.3332 0.5122 0.4422
H 2.7382 1.5417 -4.4086 0.2736 0.0977 -0.1320
H -0.5734 1.0844 -5.0671 0.1148 0.0428 0.2413
H -0.7695 2.3735 -3.8678 0.0001 -0.1475 -0.0016
H -1.3155 -0.7962 -4.8086 -0.0442 0.0156 0.3180
H -2.5051 -1.0475 -3.4836 0.3427 0.1798 0.0372
C 2.6443 2.5169 0.4097 -0.1898 0.1881 -0.0190
C 1.1774 2.7078 0.5555 0.0788 -0.0968 0.0116
C 0.5271 3.7901 1.2222 -0.0572 -0.0094 0.1576
C -0.8050 3.6331 1.0038 0.1519 0.1970 0.0218
C -0.9447 2.4560 0.1895 -0.5194 0.0040 0.2100
C -2.2241 1.9793 -0.3910 0.1478 -0.4967 -0.2029
N 0.2415 1.8877 -0.0229 0.3438 -0.1952 -0.1680
H 3.2002 3.3634 0.8216 -0.1785 -0.0843 -0.0970
H 2.8733 2.4104 -0.6530 0.1253 -0.0231 0.0307
H 2.9954 1.6115 0.9033 -0.0557 -0.1342 -0.0086
H 1.0347 4.5442 1.7964 0.0128 0.1640 -0.0167
H -1.6201 4.2454 1.3352 -0.1457 0.1806 0.0759
H -3.0819 2.2432 0.2234 0.0571 -0.0050 0.1258
H -2.2135 0.8988 -0.5803 -0.0078 0.2970 0.1902
H -2.3744 2.4472 -1.3635 0.0039 0.1671 -0.1378
C -3.8431 -1.9658 -0.4445 -0.3590 0.2878 -0.0057
N -2.9518 -2.6745 0.4467 0.1657 -0.1014 0.0676
C -3.3224 -4.0185 0.8957 -0.2827 0.2210 -0.3724
C -1.7581 -2.1952 0.7112 0.2754 0.0277 -0.0300
O -1.3351 -1.0752 0.3488 0.1023 0.0705 -0.0862
H -4.8216 -1.8220 0.0255 0.1402 -0.1071 -0.0316
H -3.9666 -2.5274 -1.3689 0.0130 -0.0191 -0.0541
H -3.4167 -0.9863 -0.6604 -0.0586 -0.2079 -0.0431
H -4.3846 -4.0071 1.1451 0.1165 -0.0585 0.1149
H -2.7412 -4.2890 1.7696 0.0370 -0.0402 0.0601
H -3.1646 -4.7521 0.1008 0.0366 0.0948 0.0470
H -1.1194 -2.8691 1.2823 0.0917 0.0145 0.1456
C 1.4544 0.9774 4.7677 0.1237 0.3818 -0.1859
N 1.9675 -0.1401 4.0005 -0.1080 -0.1428 0.0252
C 3.1238 -0.9063 4.4384 -0.1238 -0.1076 0.0043
C 1.6195 -0.2289 2.7623 -0.3732 0.0488 -1.3716
N 1.2990 -0.2865 1.6495 0.1098 0.0558 0.2401
H 1.0933 0.6211 5.7113 -0.0851 -0.0772 0.6362
H 0.6300 1.4335 4.2347 -0.2022 -0.0344 -0.1220
H 2.2129 1.7477 4.8922 0.1712 -0.0152 0.2068
H 2.9127 -1.2851 5.4248 0.0892 -0.1703 0.3962
H 3.9900 -0.2582 4.4586 0.3814 -0.0182 0.0312
H 3.2697 -1.7486 3.7600 0.0968 0.1701 0.0799
Cl 4.7578 -3.5145 -0.5442 0.0469 -0.1343 -0.1080
Ge 3.0631 -2.8525 -1.7893 0.3566 -0.1693 0.5243
Cl 1.5008 -3.0391 0.1699 0.1222 0.3011 -0.5052
Cl 3.5107 -0.4769 -1.1084 -0.4434 -0.3587 -0.0636



(2)
54
Properties=species:S:1:pos:R:3:forces:R:3 method="wB97M-V/def2-TZVPD" gap_ev="9.13 / 9.82" multiplicity=2
C 4.8111 0.6350 0.3022 0.0774 0.7874 -0.7644
C 4.6372 1.7954 -0.7315 -1.1358 -0.7444 -0.1537
C 3.1273 2.0257 -1.1435 1.1124 1.2320 0.1495
O 3.1862 2.9653 -2.2467 -0.4536 -0.5928 -0.4642
C 2.4539 0.7443 -1.7261 -0.2225 0.3157 0.0162
C 1.2391 0.1371 -0.9319 -0.1100 -2.4239 -0.6225
C 1.7280 -1.2297 -0.3078 0.1525 0.1139 -1.0705
C 0.1009 -0.2683 -1.9459 0.5489 -0.4133 0.0236
N 0.7041 0.9637 0.1679 1.4295 0.2403 -0.4299
O 1.0843 0.5984 1.3382 -0.5712 0.0503 0.0748
C 0.8369 2.4108 -0.0609 -0.8210 2.0708 1.8186
C 0.1536 3.1174 1.1830 0.4330 -0.2799 -0.6304
C 0.1052 2.9516 -1.3172 0.7774 0.2273 -0.1941
C 2.3522 2.7529 0.0140 0.3202 -1.1292 -0.5179
H 5.8632 0.6457 0.6459 -0.6435 -0.3106 0.0138
H 4.1086 0.7544 1.1471 0.4747 -0.1204 -0.2489
H 4.5717 -0.3100 -0.2241 0.3655 0.3888 0.5235
H 5.1461 1.5324 -1.6846 -0.0845 0.2388 0.6335
H 5.0228 2.7696 -0.3695 -0.0589 -0.5287 -0.0458
H 3.6542 3.7521 -1.9633 0.1217 0.1078 0.1825
H 2.1011 0.9695 -2.7556 0.3265 0.1641 0.6812
H 3.2098 -0.0590 -1.8582 -0.4036 0.5457 0.1831
H 0.9125 -1.7784 0.1946 0.4811 0.4069 0.0326
H 2.6325 -1.1111 0.3106 -0.7471 -0.0368 0.0590
H 2.0385 -1.8462 -1.1844 -0.2121 0.3293 0.5779
H -0.8739 -0.4204 -1.4455 0.4632 0.3822 -0.2605
H 0.0464 0.4054 -2.8206 -0.3023 -0.1345 0.6297
H 0.3843 -1.2658 -2.3511 -0.2153 0.6547 0.1203
H -0.8269 2.6283 1.3563 0.5180 0.4863 0.0842
H 0.8105 3.0223 2.0686 -0.6040 -0.0282 -0.4024
H 0.0342 4.1928 0.9377 -0.0873 -0.6252 0.2318
H 0.5720 2.6088 -2.2630 -0.5397 0.0425 0.5154
H -0.9841 2.7725 -1.2795 0.5536 -0.2336 -0.0584
H 0.2377 4.0563 -1.3197 -0.0256 -0.6765 0.0483
H 2.7977 2.4013 0.9712 -0.7640 0.1114 -0.3976
H 2.5370 3.8493 -0.0015 -0.1994 -0.6424 -0.3280
C -2.9524 -1.8210 1.7129 0.4329 0.4302 -0.2680
C -3.9244 -2.3107 2.8157 -0.3100 0.4944 -0.7031
C -3.9539 -3.8092 3.1330 0.0356 -0.3847 0.5612
F -4.3610 -4.5545 2.0945 0.0126 0.1545 -0.5196
F -4.8323 -4.0448 4.1381 0.0384 0.2836 0.0881
F -5.1667 -1.8643 2.5331 -0.1108 -0.2100 -0.0551
F -3.5432 -1.6834 3.9625 0.2562 -0.2259 0.1115
O -3.4848 -1.5540 0.4058 -0.6278 -0.9493 0.1139
C -3.5694 -2.5641 -0.5606 1.0226 0.8662 1.0627
C -5.0108 -2.8189 -1.0052 -0.5523 0.0986 -0.2308
F -5.7781 -3.2244 0.0210 0.1711 -0.0256 0.3121
F -5.0430 -3.7934 -1.9406 0.2807 -0.0107 -0.0790
F -2.9465 -3.6722 -0.1426 -0.2599 -0.4451 0.0748
F -2.8645 -2.1213 -1.6199 -0.2420 0.0513 -0.4127
H -2.6187 -0.8381 2.0504 -0.1737 -0.0351 0.0065
H -2.0442 -2.4216 1.6642 -0.1753 -0.2806 -0.0230
H -2.9706 -4.1620 3.4557 0.0696 0.1304 -0.0345
H -5.4513 -1.9116 -1.4234 0.1781 0.0821 -0.0152



(3)
54
Properties=species:S:1:pos:R:3:forces:R:3 method="wB97M-V/def2-TZVPD" total_charge=+1 gap_ev="7.59 / 8.80" multiplicity=5
Mn -1.6054 0.6930 1.3382 -0.1201 -1.3461 -0.1997
O -3.4019 -4.7931 2.3374 0.3149 0.3375 -0.2695
C -2.9596 -4.3116 3.4982 -0.5924 -1.5035 -1.4264
O -2.8184 -4.9615 4.4964 -0.1248 0.0674 0.1351
C -2.6433 -2.9013 3.4390 0.8106 1.3956 0.3272
C -2.2391 -2.2530 4.5611 0.6297 0.4698 2.7322
N -1.9009 -0.9827 4.2754 -0.1197 0.5050 0.8566
N -2.0724 -0.7551 2.9717 -0.0108 -0.2090 -0.6291
C -2.4912 -1.9288 2.4523 0.2264 1.7420 -0.4295
C -2.5719 -1.9585 0.9575 0.0026 -1.4206 0.8584
O -2.8474 -3.0605 0.4912 0.0014 0.7930 -0.9278
O -2.2432 -0.8843 0.3452 0.0360 0.4161 -0.3652
H -3.2324 -4.1169 1.5798 -0.3345 -0.9077 0.7675
H -2.1270 -2.6469 5.5879 -0.2369 0.2594 -0.8580
H -1.6737 -0.2111 4.9427 -0.2521 -1.2066 -1.0266
C -2.4182 4.4091 3.1701 -0.9973 0.0693 -0.6639
O -1.4205 3.4243 2.7142 0.1163 0.5036 0.6607
C -1.8720 2.4506 2.0507 -0.7759 -0.1373 0.0537
O -3.0312 2.2179 1.7003 0.4453 -0.2922 -0.1464
H -2.0002 4.7966 4.0939 -0.1060 0.2210 -0.1901
H -3.4360 3.9266 3.3392 1.4939 0.5357 -0.2695
H -2.4656 5.1420 2.3315 -0.1528 -0.2905 1.0041
C 3.2716 -2.5010 -3.2680 -4.7789 -0.9056 -2.0970
C 2.4619 -3.3430 -2.3112 -0.5898 -2.2653 1.8790
C 2.3740 -2.8848 -0.8228 0.0132 2.8425 -0.1062
C 1.0894 -2.0874 -0.4846 0.4216 0.0916 -1.3358
N 0.9069 -0.8835 -1.3073 -0.2760 1.3002 0.4457
C 0.5793 0.3151 -0.8154 0.1941 -0.3233 -1.0324
S 0.7112 0.7216 0.9044 -0.3198 -0.1352 -0.6410
N 0.2101 1.2451 -1.7233 0.1329 -1.6854 0.9555
C 0.1064 2.6186 -1.4357 0.4802 1.9973 -1.0811
C 1.4885 3.3095 -1.3889 -0.3946 -1.0857 0.1060
C 2.3992 3.0590 -2.5869 0.5458 0.5543 0.5179
C 1.9079 3.7811 -3.8147 0.0715 0.7018 -2.1744
H 3.4029 -3.0821 -4.1811 0.2559 -0.0834 0.0158
H 4.1687 -2.3142 -2.8590 3.1167 1.4453 1.2395
H 2.6065 -1.6816 -3.6259 1.1742 0.2652 0.4729
H 2.8925 -4.3591 -2.2962 0.1967 0.3434 0.1015
H 1.4248 -3.6129 -2.5784 0.2587 0.6177 -0.5765
H 3.2223 -2.1997 -0.5732 -0.3900 -0.4294 -0.3200
H 2.3877 -3.5760 -0.0164 0.2528 -1.5193 0.0747
H 0.9545 -1.7746 0.5243 0.7159 0.2953 0.8731
H 0.2047 -2.6543 -0.6258 -0.8194 -1.0824 -0.5668
H 0.8261 -0.9227 -2.3281 0.1795 -0.6141 0.6307
H 0.3037 1.0343 -2.7031 -0.0566 -0.3438 -0.0889
H -0.3657 2.7786 -0.4905 -0.4504 0.0424 0.5485
H -0.5277 3.0686 -2.2193 0.1962 -0.1386 0.3349
H 1.9306 2.9779 -0.4469 0.2721 0.2564 -0.0826
H 1.2599 4.3463 -1.3596 0.1150 1.1215 0.3863
H 2.4717 2.0035 -2.8180 0.0362 -0.4230 0.0229
H 3.4464 3.3501 -2.3249 -0.8581 -0.0020 -0.1841
H 1.0834 3.2681 -4.3417 0.0977 0.0501 0.4408
H 2.6769 3.8635 -4.6089 -0.0913 -0.3794 0.4838
H 1.5952 4.8409 -3.7465 0.0442 -0.5111 0.7636



no.,calculated total energy (a.u.)
1,-5361.67101
2,-1704.57497
3,-2844.73609